[1]
Density functional theory data (wB97M-V/def2-TZVPD) for a structure of composition C19H20F9O2Tl.

Summary:
Charge: -2
Energy above the lowest of the compared OMol25 structures with the same formula, charge and spin: 0.0 kcal per mole

The geometry in XYZ format:
```
51
C19H20F9O2Tl (wB97M-V/def2-TZVPD)
Tl 0.259 -1.558 1.287
C -2.380 1.326 0.754
C -1.824 0.901 1.993
C -0.611 1.622 2.205
H -2.263 0.161 2.653
C -0.430 2.502 1.101
C -1.529 2.326 0.212
H -1.699 2.847 -0.729
H -3.286 0.950 0.292
H 0.052 1.520 3.063
H 0.386 3.209 0.962
C -0.478 -1.260 -1.943
C -1.090 0.017 -2.009
C -0.072 0.985 -2.211
H -2.154 0.205 -1.893
C 1.177 0.305 -2.259
C 0.930 -1.086 -2.106
H 1.670 -1.883 -2.133
H -1.004 -2.195 -1.799
H -0.209 2.059 -2.303
H 2.143 0.779 -2.420
O 1.933 0.243 0.870
C 4.030 2.049 -0.258
C 4.185 1.139 0.866
C 3.277 3.294 -0.084
C 4.708 1.744 -1.529
C 3.252 -0.135 0.808
H 3.981 1.678 1.806
H 5.221 0.761 0.892
H 3.471 -0.691 -0.136
H 3.498 -0.788 1.677
H 3.856 4.062 0.464
H 2.352 3.106 0.485
H 3.003 3.732 -1.055
H 5.785 1.990 -1.508
H 4.264 2.332 -2.345
H 4.628 0.677 -1.790
F -4.801 -1.372 -0.929
C -4.111 -2.528 -0.765
F -5.012 -3.546 -0.694
F -3.379 -2.710 -1.898
C -3.152 -2.424 0.521
O -2.275 -1.476 0.316
C -4.075 -2.118 1.803
F -5.039 -3.054 2.015
F -3.313 -2.048 2.932
F -4.701 -0.919 1.679
C -2.471 -3.853 0.734
F -3.374 -4.851 0.900
F -1.680 -4.170 -0.330
F -1.654 -3.856 1.837
```

natural (NBO) population analysis, charges in e, atoms 1 to 6: 0.807 -0.208 -0.412 -0.225 0.204 -0.348

[2]
Density functional theory data (wB97M-V/def2-TZVPD) for an isolated molecule of C19H20FN5O.

Summary:
Charge: 0
Energy above the lowest of the compared OMol25 structures with the same formula, charge and spin: 2.9 kcal per mole
Structure (SMILES): CCC(O)(C#Cc1nc(N)c2nc(-c3cccc(F)c3)n(C)c2n1)CC

The geometry in XYZ format:
```
46
C19H20FN5O (wB97M-V/def2-TZVPD)
C 1.552 -6.369 2.272
C 1.348 -4.853 1.909
C -0.145 -4.523 1.573
O -0.866 -4.786 2.775
C -0.376 -3.098 1.311
C -0.575 -1.913 1.087
C -0.780 -0.520 0.858
N -1.887 0.092 1.302
C -2.039 1.339 0.867
N -3.224 1.891 1.164
C -1.139 2.070 0.145
N -1.106 3.378 -0.331
C 0.043 3.491 -0.963
C 0.489 4.790 -1.579
C 0.686 5.917 -0.798
C 1.107 7.150 -1.364
C 1.307 7.263 -2.723
C 1.143 6.144 -3.551
F 1.384 6.228 -4.913
C 0.734 4.942 -2.960
N 0.713 2.287 -0.943
C 2.056 1.999 -1.411
C -0.018 1.391 -0.214
N 0.164 0.101 0.090
C -0.752 -5.418 0.440
C -2.247 -5.132 0.187
H 1.444 -7.023 1.375
H 2.605 -6.477 2.599
H 0.914 -6.676 3.085
H 1.680 -4.235 2.735
H 2.005 -4.551 1.077
H -1.557 -4.127 2.904
H -3.278 2.917 1.044
H -3.639 1.473 1.996
H 0.482 5.870 0.270
H 1.250 8.016 -0.702
H 1.639 8.220 -3.147
H 0.436 4.128 -3.618
H 2.750 2.691 -0.953
H 2.344 0.978 -1.067
H 2.154 2.013 -2.496
H -0.712 -6.448 0.812
H -0.216 -5.372 -0.498
H -2.832 -5.268 1.112
H -2.400 -4.115 -0.251
H -2.638 -5.875 -0.505
```

natural (NBO) population analysis, charges in e, atoms 1 to 6: -0.616 -0.388 0.152 -0.723 0.109 -0.090

[3]
Density functional theory data (wB97M-V/def2-TZVPD) for an isolated molecule of C19H20FN5O3S2.

Summary:
Charge: 0
Energy above the lowest of the compared OMol25 structures with the same formula, charge and spin: 0.0 kcal per mole
Structure (SMILES): O=C(Nc1nnc(SCC(=O)N2CCCC2)s1)[C@H]1CC(=O)N(c2ccc(F)cc2)C1

The geometry in XYZ format:
```
50
C19H20FN5O3S2 (wB97M-V/def2-TZVPD)
O 2.934 1.607 3.463
C 2.224 1.308 2.536
N 1.301 2.237 2.086
C 0.385 2.167 1.082
N 0.104 1.141 0.357
N -0.837 1.357 -0.553
C -1.312 2.557 -0.547
S -2.540 3.171 -1.591
C -2.975 1.671 -2.538
C -2.813 1.873 -4.041
O -3.784 1.882 -4.772
N -1.564 2.022 -4.502
C -0.319 2.021 -3.760
C 0.745 1.849 -4.842
C 0.132 2.587 -6.030
C -1.340 2.207 -5.930
S -0.576 3.601 0.667
C 2.251 -0.025 1.830
C 3.523 -0.812 2.119
C 3.083 -2.264 2.153
O 3.819 -3.218 2.099
N 1.719 -2.285 2.268
C 0.916 -3.425 2.390
C -0.385 -3.315 2.883
C -1.193 -4.431 2.998
C -0.696 -5.663 2.620
F -1.484 -6.754 2.732
C 0.590 -5.801 2.131
C 1.391 -4.683 2.014
C 1.144 -0.957 2.359
H 1.336 3.117 2.590
H -2.353 0.866 -2.154
H -4.028 1.472 -2.340
H -0.294 1.221 -3.016
H -0.186 2.981 -3.245
H 1.709 2.253 -4.540
H 0.867 0.792 -5.080
H 0.569 2.293 -6.981
H 0.254 3.663 -5.905
H -2.021 2.969 -6.315
H -1.554 1.269 -6.454
H 2.109 0.128 0.758
H 4.311 -0.664 1.383
H 3.923 -0.543 3.101
H -0.780 -2.361 3.192
H -2.199 -4.350 3.379
H 0.954 -6.774 1.844
H 2.396 -4.783 1.640
H 0.241 -0.882 1.750
H 0.905 -0.714 3.403
```

natural (NBO) population analysis, charges in e, atoms 1 to 6: -0.566 0.719 -0.636 0.241 -0.327 -0.313

[4]
Density functional theory data (wB97M-V/def2-TZVPD) for an isolated molecule of C19H20IN3O2.

Summary:
Energy: -36693.06816 eV
Charge: 0
Structure (SMILES): Oc1ccc2nc(CN3CCC(Oc4ccc(I)cc4)CC3)[nH]c2c1

The geometry in XYZ format:
```
45
C19H20IN3O2 (wB97M-V/def2-TZVPD)
O -0.379 -0.647 8.307
C -0.258 0.046 7.169
C -0.031 1.452 7.208
C -0.011 2.159 6.005
C -0.203 1.467 4.797
N -0.326 1.955 3.507
C -0.500 0.928 2.730
C -0.606 0.884 1.212
N -0.526 -0.498 0.668
C 0.828 -0.994 0.252
C 1.127 -0.643 -1.199
C 0.026 -1.297 -2.050
O 0.328 -1.027 -3.425
C -0.442 -1.720 -4.302
C -0.326 -3.123 -4.465
C -1.082 -3.738 -5.434
C -2.000 -3.022 -6.212
I -3.368 -4.160 -7.582
C -2.063 -1.649 -6.121
C -1.296 -1.010 -5.130
C -1.346 -0.654 -1.683
C -1.653 -0.882 -0.195
N -0.622 -0.228 3.506
C -0.407 0.085 4.815
C -0.411 -0.655 5.986
H -0.156 -0.120 9.078
H 0.159 1.980 8.116
H 0.069 3.223 6.062
H -1.500 1.313 0.877
H 0.218 1.484 0.793
H 1.589 -0.538 0.918
H 0.904 -2.063 0.409
H 1.175 0.443 -1.418
H 2.079 -1.104 -1.448
H -0.038 -2.414 -1.919
H 0.466 -3.644 -3.868
H -1.040 -4.818 -5.558
H -2.686 -1.044 -6.748
H -1.389 0.070 -5.014
H -2.121 -1.068 -2.324
H -1.330 0.407 -1.867
H -2.594 -0.346 0.036
H -1.817 -1.946 -0.034
H -0.678 -1.187 3.085
H -0.524 -1.743 5.987
```

natural (NBO) population analysis, charges in e, atoms 1 to 6: -0.667 0.315 -0.319 -0.162 0.038 -0.462

What is the formula in the first record? C19H20F9O2Tl

Copy entry 3 word for word.
Density functional theory data (wB97M-V/def2-TZVPD) for an isolated molecule of C19H20FN5O3S2.

Summary:
Charge: 0
Energy above the lowest of the compared OMol25 structures with the same formula, charge and spin: 0.0 kcal per mole
Structure (SMILES): O=C(Nc1nnc(SCC(=O)N2CCCC2)s1)[C@H]1CC(=O)N(c2ccc(F)cc2)C1

The geometry in XYZ format:
```
50
C19H20FN5O3S2 (wB97M-V/def2-TZVPD)
O 2.934 1.607 3.463
C 2.224 1.308 2.536
N 1.301 2.237 2.086
C 0.385 2.167 1.082
N 0.104 1.141 0.357
N -0.837 1.357 -0.553
C -1.312 2.557 -0.547
S -2.540 3.171 -1.591
C -2.975 1.671 -2.538
C -2.813 1.873 -4.041
O -3.784 1.882 -4.772
N -1.564 2.022 -4.502
C -0.319 2.021 -3.760
C 0.745 1.849 -4.842
C 0.132 2.587 -6.030
C -1.340 2.207 -5.930
S -0.576 3.601 0.667
C 2.251 -0.025 1.830
C 3.523 -0.812 2.119
C 3.083 -2.264 2.153
O 3.819 -3.218 2.099
N 1.719 -2.285 2.268
C 0.916 -3.425 2.390
C -0.385 -3.315 2.883
C -1.193 -4.431 2.998
C -0.696 -5.663 2.620
F -1.484 -6.754 2.732
C 0.590 -5.801 2.131
C 1.391 -4.683 2.014
C 1.144 -0.957 2.359
H 1.336 3.117 2.590
H -2.353 0.866 -2.154
H -4.028 1.472 -2.340
H -0.294 1.221 -3.016
H -0.186 2.981 -3.245
H 1.709 2.253 -4.540
H 0.867 0.792 -5.080
H 0.569 2.293 -6.981
H 0.254 3.663 -5.905
H -2.021 2.969 -6.315
H -1.554 1.269 -6.454
H 2.109 0.128 0.758
H 4.311 -0.664 1.383
H 3.923 -0.543 3.101
H -0.780 -2.361 3.192
H -2.199 -4.350 3.379
H 0.954 -6.774 1.844
H 2.396 -4.783 1.640
H 0.241 -0.882 1.750
H 0.905 -0.714 3.403
```

natural (NBO) population analysis, charges in e, atoms 1 to 6: -0.566 0.719 -0.636 0.241 -0.327 -0.313

Copy entry 2 word for word.
Density functional theory data (wB97M-V/def2-TZVPD) for an isolated molecule of C19H20FN5O.

Summary:
Charge: 0
Energy above the lowest of the compared OMol25 structures with the same formula, charge and spin: 2.9 kcal per mole
Structure (SMILES): CCC(O)(C#Cc1nc(N)c2nc(-c3cccc(F)c3)n(C)c2n1)CC

The geometry in XYZ format:
```
46
C19H20FN5O (wB97M-V/def2-TZVPD)
C 1.552 -6.369 2.272
C 1.348 -4.853 1.909
C -0.145 -4.523 1.573
O -0.866 -4.786 2.775
C -0.376 -3.098 1.311
C -0.575 -1.913 1.087
C -0.780 -0.520 0.858
N -1.887 0.092 1.302
C -2.039 1.339 0.867
N -3.224 1.891 1.164
C -1.139 2.070 0.145
N -1.106 3.378 -0.331
C 0.043 3.491 -0.963
C 0.489 4.790 -1.579
C 0.686 5.917 -0.798
C 1.107 7.150 -1.364
C 1.307 7.263 -2.723
C 1.143 6.144 -3.551
F 1.384 6.228 -4.913
C 0.734 4.942 -2.960
N 0.713 2.287 -0.943
C 2.056 1.999 -1.411
C -0.018 1.391 -0.214
N 0.164 0.101 0.090
C -0.752 -5.418 0.440
C -2.247 -5.132 0.187
H 1.444 -7.023 1.375
H 2.605 -6.477 2.599
H 0.914 -6.676 3.085
H 1.680 -4.235 2.735
H 2.005 -4.551 1.077
H -1.557 -4.127 2.904
H -3.278 2.917 1.044
H -3.639 1.473 1.996
H 0.482 5.870 0.270
H 1.250 8.016 -0.702
H 1.639 8.220 -3.147
H 0.436 4.128 -3.618
H 2.750 2.691 -0.953
H 2.344 0.978 -1.067
H 2.154 2.013 -2.496
H -0.712 -6.448 0.812
H -0.216 -5.372 -0.498
H -2.832 -5.268 1.112
H -2.400 -4.115 -0.251
H -2.638 -5.875 -0.505
```

natural (NBO) population analysis, charges in e, atoms 1 to 6: -0.616 -0.388 0.152 -0.723 0.109 -0.090